No. 1
The following is a quantum chemistry calculation of a 2-piece molecular cluster, C3H9N5 overall, from OMol25.

```
17
Properties=species:S:1:pos:R:3:nbo_charge:R:1
C -0.90 0.19 -1.78 0.18
C -0.30 -1.04 0.95 -0.14
C 0.76 1.22 0.78 -0.08
N -0.90 -1.02 -1.29 0.01
N 0.09 1.12 -1.61 -0.23
N -0.33 0.33 1.13 -0.58
N -0.58 -1.68 -0.35 0.14
N 1.03 1.24 -0.66 -0.18
H -1.75 0.19 -2.58 0.33
H 0.87 -1.44 1.00 0.29
H -0.94 -1.57 1.64 0.29
H 0.53 2.16 1.09 0.27
H 1.59 0.84 1.30 0.26
H 0.45 1.61 -2.45 0.47
H -1.08 0.56 1.79 0.46
H -1.81 -4.29 -0.82 0.05
H 1.64 1.95 -1.06 0.45
```

Computed properties:
Energy above the lowest of the compared OMol25 structures with the same formula, charge and spin: 934.44 kJ/mol
Net charge: +2
HOMO (alpha / beta): -19.423 / -16.901 eV
Spin multiplicity: 1
Electronic energy: -10680.3097 eV


No. 2
The following is a quantum chemistry calculation of a single C3H9N5O molecule, from OMol25.

```
18
Properties=species:S:1:pos:R:3:nbo_charge:R:1
H 0.84 -2.00 -1.58 0.33
N 0.50 -1.49 -0.77 -0.73
C 0.38 -0.23 -1.07 0.58
N 0.67 0.23 -2.33 -0.81
N -0.55 0.72 -0.44 -0.24
O -1.87 0.52 -0.90 -0.55
C -0.36 0.79 1.00 0.21
N -1.14 -0.02 1.91 -0.83
N 1.11 0.69 1.18 -0.43
C 1.62 -0.35 1.71 0.00
H -0.09 0.79 -2.70 0.38
H 0.94 -0.47 -3.01 0.37
H -2.02 1.41 -1.30 0.48
H -0.60 1.83 1.25 0.17
H -2.11 0.29 1.81 0.37
H -1.12 -0.96 1.51 0.36
H 2.71 -0.46 1.80 0.17
H 1.08 -1.29 1.91 0.16
```

Computed properties:
Energy above the lowest of the compared OMol25 structures with the same formula, charge and spin: 300.43 kJ/mol
SMILES: [H]/N=C(\N)N(O)[C@@H](N)N=C
HOMO: -9.296 eV
Spin multiplicity: 1
Electronic energy: -12751.5755 eV


No. 3
The following is a quantum chemistry calculation of a single C3H9NO molecule, from OMol25.

```
14
Properties=species:S:1:pos:R:3:nbo_charge:R:1
C -0.48 -1.14 1.26 -0.63
C -0.47 -0.24 0.06 0.09
O -0.77 -0.98 -1.12 -0.72
C 0.78 0.59 -0.10 -0.25
N 0.55 1.88 -0.79 -0.82
H -1.32 -1.81 1.14 0.22
H 0.39 -1.79 1.40 0.21
H -0.60 -0.58 2.18 0.21
H -1.28 0.48 0.24 0.15
H -0.09 -0.80 -1.79 0.47
H 1.19 0.76 0.91 0.19
H 1.52 -0.07 -0.59 0.18
H 0.99 1.84 -1.69 0.35
H -0.42 1.88 -1.10 0.35
```

Computed properties:
Energy above the lowest of the compared OMol25 structures with the same formula, charge and spin: 95.53 kJ/mol
SMILES: C[C@H](O)CN
HOMO: -9.845 eV
Spin multiplicity: 1
Electronic energy: -6794.0656 eV


No. 4
The following is a quantum chemistry calculation of a 2-piece molecular cluster, C3H9NO overall, from OMol25.

```
14
Properties=species:S:1:pos:R:3:nbo_charge:R:1
C 0.68 -0.40 2.02 -0.55
C 0.93 -0.52 0.71 0.02
N 0.07 -0.29 -0.33 -0.67
C 0.22 -1.06 -1.51 -0.40
H -0.36 -0.30 2.55 0.21
H 1.46 -0.92 2.71 0.21
H 1.86 -0.91 0.21 0.17
H -0.39 0.62 -0.24 0.42
H -0.65 -1.24 -2.07 0.21
H 0.52 -2.08 -1.26 0.20
H 0.97 -0.65 -2.26 0.17
O -1.52 2.35 -0.44 -0.92
H -2.42 2.45 -0.43 0.46
H -1.38 2.94 0.34 0.47
```

Computed properties:
Energy above the lowest of the compared OMol25 structures with the same formula, charge and spin: 238.14 kJ/mol
SMILES: C=CNC.O
HOMO: -7.643 eV
Spin multiplicity: 1
Electronic energy: -6792.5875 eV


The highest electronic energy belongs to which entry?
number 4


What is the formula in the first record?
C3H9N5